# C9H11F11NO2S

A gas-phase ion, C9H11F11NO2S (charge +1) at a distorted geometry (ωB97M-V/def2-TZVPD, the Open Molecules 2025 dataset).

Values from the calculation:
SMILES   CC[N@+](CCCF)(C(F)(F)F)S(=O)(=O)C(F)(F)C(F)(F)C(F)(F)F
LUMO   -4.154 eV
Orbital gap   11.52 eV

Structure (ORCA input):
```
! RIJCOSX wB97M-V def2-TZVPD def2/J DEFGRID3
* xyz 1 1
C 2.19161 1.92110 1.78538
C 2.05023 0.66623 0.93843
N 0.97364 0.67544 -0.15823
C 1.23645 -0.49553 -1.12806
C 1.66677 -1.82574 -0.49524
C 0.98518 -2.97740 -1.22017
F 1.44825 -3.02001 -2.53707
C 1.07112 1.96947 -0.99398
F 2.33366 2.23000 -1.16464
F 0.46880 2.94461 -0.37983
F 0.51470 1.76088 -2.15200
S -0.62755 0.43375 0.67871
O -0.52221 -0.87345 1.22799
O -0.87077 1.55666 1.50840
C -1.97315 0.38646 -0.60704
F -1.84072 -0.70507 -1.36679
F -1.88196 1.47507 -1.37518
C -3.40113 0.40510 0.07098
F -3.59156 1.59162 0.64748
F -4.22318 0.28497 -0.98948
C -3.73287 -0.73751 1.08076
F -3.20802 -1.88827 0.66407
F -5.04464 -0.85002 1.15930
F -3.24153 -0.42575 2.27400
H 2.33904 2.83553 1.21925
H 1.37650 2.04338 2.49730
H 3.10066 1.76815 2.37348
H 2.98337 0.45091 0.41770
H 1.83805 -0.17871 1.59184
H 2.00652 -0.14998 -1.81818
H 0.33997 -0.64775 -1.72546
H 1.43109 -1.93625 0.55949
H 2.74554 -1.94774 -0.61706
H -0.09847 -2.81197 -1.25118
H 1.15660 -3.92820 -0.71498
*
```